1.
# C7H12

The molecule C7H12 (ωB97M-V/def2-TZVPD, the OMol25 dataset).

Atoms and positions in Å:
C (2.5940, 0.2560, 0.1506)
C (1.1269, 0.3920, -0.2097)
C (0.2804, -0.8615, -0.5430)
C (-0.8950, -0.1397, 0.1047)
C (-2.0415, 0.4104, -0.6777)
C (-2.2763, -0.5980, 0.4237)
C (0.0854, 0.7311, 0.8839)
H (3.1860, -0.0545, -0.7190)
H (2.7380, -0.4843, 0.9475)
H (3.0025, 1.2140, 0.4954)
H (1.0119, 1.1099, -1.0273)
H (0.1896, -1.1730, -1.5884)
H (0.5994, -1.7164, 0.0651)
H (-2.1629, 0.0815, -1.7067)
H (-2.3399, 1.4391, -0.4982)
H (-2.5664, -1.6060, 0.1387)
H (-2.7332, -0.2518, 1.3478)
H (0.3717, 0.2706, 1.8379)
H (-0.1663, 1.7824, 1.0546)

Cartesian forces (eV/Å) of the 3 atoms listed first:
0.01 -0.01 0.02
0.12 0.06 -0.08
0.03 -0.19 -0.10

The lowest unoccupied orbital energy is 1.2 eV. The SMILES is CC1CC2(CC2)C1. Its largest force on an atom is 0.23 eV/A. As for the molar mass: 96.2 g/mol. The value obtained for the calculated total energy is -7452.1738 eV.

Atomic partial charges in e from the natural (NBO) method, atoms 1 to 4: atom 1 (C): -0.6070, atom 2 (C): -0.1956, atom 3 (C): -0.3871, atom 4 (C): -0.0572

***

2.
# C7H12

The molecule C7H12 (ωB97M-V/def2-TZVPD, the OMol25 dataset).

Atoms and positions in Å:
C (-2.1938, -1.4220, 0.1599)
C (-0.8822, -1.1092, -0.4946)
C (-0.6172, 0.3819, -0.6095)
C (-1.2891, 1.2350, -1.4284)
C (2.7329, 0.6400, 1.3070)
C (1.7013, 0.1441, 0.3109)
C (0.6528, 0.9175, -0.0227)
H (-2.9183, -0.6564, -0.1755)
H (-2.7856, -2.3076, -0.1386)
H (-2.0172, -1.4452, 1.2266)
H (-0.6987, -1.5331, -1.4988)
H (0.0057, -1.5311, -0.0256)
H (-2.3806, 1.3702, -1.3678)
H (-0.9095, 1.7556, -2.3076)
H (3.7224, 0.1942, 1.2518)
H (2.3933, 0.5505, 2.3458)
H (2.8824, 1.7261, 1.1574)
H (2.0342, -0.7912, -0.1613)
H (0.5671, 1.8804, 0.4709)

Cartesian forces (eV/Å) of the 3 atoms listed first:
-1.44 -0.17 -0.64
0.78 -0.04 -0.53
1.69 1.35 -1.32

The lowest unoccupied orbital energy is 0.3 eV. The SMILES is C=C(/C=C/C)CC. Its largest force on an atom is 2.53 eV/A. As for the molar mass: 96.2 g/mol. The value obtained for the calculated total energy is -7450.1963 eV.

Atomic partial charges in e from the natural (NBO) method, atoms 1 to 4: atom 1 (C): -0.6157, atom 2 (C): -0.4368, atom 3 (C): 0.0050, atom 4 (C): -0.4176

***

3.
# C7H12

The molecule C7H12 (ωB97M-V/def2-TZVPD, the OMol25 dataset).

Atoms and positions in Å:
C (-1.3964, 0.3660, 1.9914)
C (-1.2742, -0.0018, 0.5178)
C (-0.0243, 0.5795, -0.1204)
C (1.3660, 0.0886, 0.3505)
C (1.8825, -0.2059, -1.0891)
C (0.8612, -1.1755, -1.6378)
C (0.2232, 0.1477, -1.5585)
H (-2.2945, -0.0689, 2.4393)
H (-1.4485, 1.4531, 2.1223)
H (-0.5308, 0.0062, 2.5602)
H (-1.2601, -1.0944, 0.4049)
H (-2.1539, 0.3525, -0.0368)
H (-0.0515, 1.6749, -0.0360)
H (1.3144, -0.8142, 0.9779)
H (1.9543, 0.8326, 0.8939)
H (1.5648, 0.7407, -1.7291)
H (1.0770, -1.5514, -2.6328)
H (0.4335, -1.9198, -0.9729)
H (-0.2429, 0.5900, -2.4451)

Cartesian forces (eV/Å) of the 3 atoms listed first:
-0.03 0.02 0.13
-0.11 -0.05 0.08
-0.28 -0.04 0.16

The lowest unoccupied orbital energy is 1.1 eV. The SMILES is CC[C@H]1C[C@H]2C[C@@H]12. Its largest force on an atom is 1.58 eV/A. As for the molar mass: 96.2 g/mol. The value obtained for the calculated total energy is -7449.8095 eV.

Atomic partial charges in e from the natural (NBO) method, atoms 1 to 4: atom 1 (C): -0.6068, atom 2 (C): -0.3944, atom 3 (C): -0.2218, atom 4 (C): -0.4438

***

4.
# C7H12

A cluster of 2 separate species, C7H12 in total (ωB97M-V/def2-TZVPD, the OMol25 dataset).

Atoms and positions in Å:
C (2.7456, 0.4644, -0.7353)
C (1.8354, -0.7587, -0.7675)
C (-0.4970, -0.2533, 1.3313)
C (-0.7869, 1.1351, 0.8244)
C (-2.1118, 0.4407, 0.9529)
C (-2.3898, -0.3367, -0.2934)
C (-1.4653, -1.0384, 0.6480)
H (3.2831, 0.5909, -1.6812)
H (3.4879, 0.3755, 0.0652)
H (2.1710, 1.3799, -0.5495)
H (1.0326, -0.6423, -1.5066)
H (2.3910, -1.6695, -1.0161)
H (1.3652, -0.9078, 0.2082)
H (-0.5810, 1.4254, -0.2112)
H (-0.5174, 1.9180, 1.5304)
H (-2.8327, 0.5809, 1.7485)
H (-3.3666, -0.8047, -0.3891)
H (-2.0078, 0.1071, -1.2126)
H (-1.7555, -2.0066, 1.0534)

Cartesian forces (eV/Å) of the 3 atoms listed first:
0.05 0.05 0.00
-0.05 -0.04 -0.01
-0.13 -0.07 -0.10

The lowest unoccupied orbital energy is 1.0 eV. Its largest force on an atom is 0.52 eV/A. As for the molar mass: 96.2 g/mol. The value obtained for the calculated total energy is -7449.0330 eV.

Atomic partial charges in e from the natural (NBO) method, atoms 1 to 4: atom 1 (C): -0.6040, atom 2 (C): -0.6083, atom 3 (C): -0.0913, atom 4 (C): -0.4933

***

5.
# C7H12

The molecule C7H12 (ωB97M-V/def2-TZVPD, the OMol25 dataset).

Atoms and positions in Å:
C (2.3233, -0.0078, 0.2224)
C (1.3304, -1.1054, 0.5201)
C (0.0071, -0.6383, 1.1358)
C (-0.8291, 0.2835, 0.2553)
C (-1.5818, 1.2263, 0.8441)
C (-1.9247, 0.4272, -1.9901)
C (-0.9274, 0.0556, -1.1971)
H (1.9193, 0.8344, -0.3388)
H (2.6317, 0.4849, 1.1592)
H (3.2749, -0.3773, -0.1498)
H (1.7712, -2.0318, 0.8815)
H (0.9860, -1.4939, -0.4542)
H (-0.6119, -1.4675, 1.4868)
H (0.3010, -0.0417, 2.0041)
H (-2.0257, 1.0349, 1.8135)
H (-2.0670, 1.9714, 0.2244)
H (-2.7298, 1.1102, -1.7618)
H (-1.7354, 0.2608, -3.0460)
H (-0.1122, -0.5257, -1.6095)

Cartesian forces (eV/Å) of the 3 atoms listed first:
0.57 0.67 1.65
-1.27 -0.74 -2.44
0.57 0.26 0.75

The lowest unoccupied orbital energy is 0.7 eV. The SMILES is C=CC(=C)CCC. Its largest force on an atom is 2.85 eV/A. As for the molar mass: 96.2 g/mol. The value obtained for the calculated total energy is -7451.5482 eV.

Atomic partial charges in e from the natural (NBO) method, atoms 1 to 4: atom 1 (C): -0.6193, atom 2 (C): -0.4016, atom 3 (C): -0.4343, atom 4 (C): -0.0183

***

6.
# C7H12

The molecule C7H12 (ωB97M-V/def2-TZVPD, the OMol25 dataset).

Atoms and positions in Å:
C (-2.2314, 0.6979, -2.0131)
C (-0.8945, 0.9297, -1.3143)
C (-0.4950, -0.1475, -0.3961)
C (0.9528, -0.4332, -0.4040)
C (1.5421, -0.7677, 0.9537)
C (1.1933, 0.1642, 2.0795)
C (0.6317, -1.2295, 2.0518)
H (-2.5553, 1.5849, -2.5654)
H (-2.9984, 0.4202, -1.2851)
H (-2.1331, -0.1275, -2.7255)
H (-0.1212, 1.3136, -2.0046)
H (-1.0241, 1.7158, -0.5369)
H (-0.4134, -1.3384, 1.7809)
H (1.5956, 0.2813, -0.9519)
H (0.9119, -1.3506, -1.0338)
H (2.5552, -1.1643, 0.9356)
H (1.9516, 0.4097, 2.8167)
H (0.5199, 0.9861, 1.8388)
H (1.0123, -1.9447, 2.7738)

Cartesian forces (eV/Å) of the 3 atoms listed first:
-0.11 0.01 -0.05
0.04 -0.15 -0.05
0.25 0.21 -0.26

The lowest unoccupied orbital energy is 0.4 eV. Its largest force on an atom is 0.42 eV/A. As for the molar mass: 96.2 g/mol. The value obtained for the calculated total energy is -7449.3064 eV.

Atomic partial charges in e from the natural (NBO) method, atoms 1 to 4: atom 1 (C): -0.5924, atom 2 (C): -0.5813, atom 3 (C): 0.1838, atom 4 (C): -0.5776

***

7.
# C7H12Br2F9NO12S3V

A structure of composition C7H12Br2F9NO12S3V (ωB97M-V/def2-TZVPD, the OMol25 dataset).

Atoms and positions in Å:
O (0.2357, -1.5129, 0.1970)
V (-0.3934, -2.5613, 1.2528)
O (0.8086, -3.2983, 2.0237)
C (0.8551, 2.4369, 0.7080)
C (0.4727, 2.6385, -0.7412)
C (1.4306, 3.6148, -1.4688)
O (1.2490, 3.6005, -2.8972)
C (1.9505, 4.6459, -3.4866)
N (0.4911, 1.3080, -1.4684)
H (-0.3063, 0.7312, -1.2414)
H (0.4142, 1.4673, -2.4628)
H (1.3539, 0.8045, -1.3197)
H (0.7876, 3.3356, 1.3211)
H (1.8903, 2.1311, 0.8598)
H (0.1616, 1.7728, 1.2239)
H (-0.5642, 2.9457, -0.8772)
H (2.4941, 3.4337, -1.3128)
H (1.2946, 4.6318, -1.1009)
H (1.6309, 4.7816, -4.5198)
H (2.9992, 4.3550, -3.5488)
H (1.9830, 5.5825, -2.9300)
C (-3.5307, -2.9246, 4.6390)
F (-4.6150, -3.4020, 5.2534)
F (-4.0720, -2.0198, 3.7946)
F (-2.6405, -2.2795, 5.4369)
S (-2.5450, -4.2581, 3.6855)
O (-3.5227, -5.2217, 3.1330)
O (-1.8609, -3.5492, 2.6159)
O (-1.6426, -4.8715, 4.7123)
C (-4.4955, -0.5065, -0.6268)
F (-4.9057, 0.6683, -1.2331)
F (-5.3833, -0.7108, 0.3486)
F (-4.5840, -1.4785, -1.5754)
S (-2.7408, -0.3739, 0.0428)
O (-2.3468, -1.6866, 0.6134)
O (-1.9370, -0.0050, -1.1168)
O (-2.9104, 0.7275, 1.0312)
C (5.0139, -1.4132, -1.8277)
F (5.1649, -2.7223, -2.1503)
F (5.9258, -1.0163, -0.9035)
F (5.3254, -0.6564, -2.8555)
S (3.1954, -1.0195, -1.1220)
O (3.0748, 0.4515, -1.0787)
O (2.2330, -1.5771, -2.0621)
O (3.1245, -1.6775, 0.2158)
Br (-0.1446, -0.5704, 3.4520)
Br (-0.4186, -4.7520, -0.6331)

Cartesian forces (eV/Å) of the 3 atoms listed first:
-0.38 -0.99 1.27
2.81 -0.29 0.17
-1.36 1.10 -1.29

The charge is -3. The lowest unoccupied orbital energy is 5.1 eV. Its largest force on an atom is 4.40 eV/A. As for the molar mass: 780.1 g/mol. The value obtained for the calculated total energy is -256251.6010 eV.

Atomic partial charges in e from the Löwdin method, atoms 1 to 4: atom 1 (O): -0.4382, atom 2 (V): 0.4626, atom 3 (O): -0.4256, atom 4 (C): -0.0319

***

8.
# C7H12Br2N

A structure of composition C7H12Br2N (ωB97M-V/def2-TZVPD, the OMol25 dataset).

Atoms and positions in Å:
C (-0.4395, -1.0610, 1.2682)
C (1.0727, -1.1573, 1.4554)
C (-0.9335, -0.7818, -0.1209)
C (1.7648, 0.1703, 1.2386)
C (-0.6980, 0.6293, -0.7038)
C (0.9193, 0.7690, -1.0108)
C (-2.0579, 0.9221, -1.8252)
N (1.7971, 0.5391, -0.1974)
Br (-2.0511, 2.9055, -2.0015)
Br (-1.6495, 0.0569, -3.4117)
H (-0.8254, -2.0075, 1.4858)
H (-0.9297, -0.3110, 1.9493)
H (1.3559, -1.5222, 2.4551)
H (1.3925, -1.8020, 0.7065)
H (-0.6079, -1.5746, -0.8428)
H (-1.9799, -1.2534, -0.0805)
H (1.1762, 0.9526, 1.7491)
H (2.7712, 0.4204, 1.5148)
H (-0.9680, 1.4325, 0.0451)
H (1.2354, 1.2960, -1.9481)
H (2.7286, 0.8595, -0.3634)
H (-3.0732, 0.5176, -1.3614)

Cartesian forces (eV/Å) of the 3 atoms listed first:
0.44 1.77 0.77
-0.12 1.26 1.41
-1.14 -1.94 -1.22

The charge is +1. The lowest unoccupied orbital energy is -4.3 eV. Its largest force on an atom is 7.68 eV/A. As for the molar mass: 270.0 g/mol. The value obtained for the calculated total energy is -149019.4931 eV.

Atomic partial charges in e from the natural (NBO) method, atoms 1 to 4: atom 1 (C): -0.3978, atom 2 (C): -0.4155, atom 3 (C): -0.4731, atom 4 (C): -0.2311

***

9.
# C7H12BrCl2FNOS

A cluster of 2 separate species, C7H12BrCl2FNOS in total (ωB97M-V/def2-TZVPD, the OMol25 dataset).

Atoms and positions in Å:
C (-0.7933, 0.2617, -1.3121)
O (-0.6129, -1.1269, -0.9199)
C (0.7588, -1.4491, -0.6928)
C (1.1816, -1.4254, 0.8336)
Br (2.8791, -2.3702, 1.1951)
C (-0.0153, -2.0019, 1.7079)
N (-0.3347, -1.0726, 2.8191)
S (-1.5246, -1.2035, 4.0970)
C (0.3766, 0.0357, 2.8571)
C (1.3438, -0.0305, 1.5841)
F (2.6551, 0.4415, 1.8016)
H (0.1594, 0.8550, -1.3694)
H (-1.3504, 0.2606, -2.2997)
H (-1.5103, 0.7202, -0.5599)
H (0.8910, -2.5261, -1.0415)
H (1.4717, -0.8482, -1.3476)
H (0.4593, -2.8937, 2.2434)
H (-0.8809, -2.5204, 1.1864)
H (-2.2762, -0.0392, 3.9094)
H (0.2908, 0.8507, 3.6267)
H (0.8469, 0.7525, 0.9134)
C (-0.7398, 3.1081, -3.9744)
Cl (0.0262, 3.2374, -2.3835)
Cl (-2.3581, 2.4084, -3.8552)
H (-0.8172, 4.1019, -4.4085)
H (-0.1266, 2.4740, -4.6103)

Cartesian forces (eV/Å) of the 3 atoms listed first:
-1.47 0.17 0.01
1.78 0.89 0.33
0.71 -1.04 -0.82

The charge is +1. The lowest unoccupied orbital energy is -5.3 eV. Its largest force on an atom is 3.97 eV/A. As for the molar mass: 328.1 g/mol. The value obtained for the calculated total energy is -119621.0430 eV.

Atomic partial charges in e from the natural (NBO) method, atoms 1 to 4: atom 1 (C): -0.2942, atom 2 (O): -0.5485, atom 3 (C): -0.1044, atom 4 (C): -0.1095

***

10.
# C7H12Cl2NS

A structure of composition C7H12Cl2NS (ωB97M-V/def2-TZVPD, the OMol25 dataset).

Atoms and positions in Å:
C (-0.5670, -0.5098, 1.2979)
C (-0.5355, 1.0501, -0.6301)
C (-1.3799, -1.3949, 0.1995)
C (-0.8679, 0.0461, -1.7398)
C (0.8140, 1.5157, 1.4344)
C (0.2755, 0.5261, 0.5102)
C (1.5996, -0.6486, -0.4524)
N (-0.9805, -1.2578, -1.1408)
S (2.0996, 2.5452, 0.9380)
Cl (2.4842, -1.4871, 0.6643)
Cl (2.4115, 0.1588, -1.7528)
H (-1.3138, 0.0085, 1.8195)
H (-0.0684, -1.2002, 1.9656)
H (0.0855, 1.8734, -1.0870)
H (-1.4995, 1.4751, -0.1745)
H (-1.3364, -2.3846, 0.5582)
H (-2.5087, -1.1429, 0.4116)
H (-1.6779, 0.2405, -2.4345)
H (-0.1152, -0.0029, -2.5619)
H (0.8084, 1.3029, 2.5219)
H (0.9391, -1.2855, -0.8997)
H (-1.3495, -2.0993, -1.6965)
H (2.6827, 2.6712, 2.2487)

Cartesian forces (eV/Å) of the 3 atoms listed first:
-0.06 -1.19 -3.07
-0.72 2.22 -1.32
-2.46 2.21 2.74

The charge is +1. The lowest unoccupied orbital energy (alpha / beta) is -6.5 / -6.5 eV. Its largest force on an atom is 4.29 eV/A. As for the molar mass: 213.2 g/mol. The value obtained for the calculated total energy is -44812.7745 eV.

Atomic partial charges in e from the natural (NBO) method, atoms 1 to 4: atom 1 (C): -0.4496, atom 2 (C): -0.4528, atom 3 (C): -0.2057, atom 4 (C): -0.2351